No. 1
71
Properties=species:S:1:pos:R:3 method="wB97M-V/def2-TZVPD" orbital_gap_ev=9.5851 smiles="NC(N)=O.CCO.CCO.CCO.CCO.CCO.CO.CO.CO" homo_ev=-9.4
N -1.83 -1.89 0.93
C -2.51 -2.71 0.17
N -3.57 -3.23 0.70
O -2.24 -2.83 -1.19
H -1.02 -1.58 0.46
H -1.88 -1.96 1.99
H -4.05 -3.82 0.01
H -4.15 -2.62 1.33
C -2.54 0.57 -1.53
C -3.61 1.57 -1.25
O -4.86 1.04 -0.76
H -2.15 0.12 -0.62
H -1.69 1.09 -2.03
H -2.88 -0.21 -2.19
H -3.81 2.13 -2.18
H -3.21 2.41 -0.62
H -5.59 1.72 -0.84
C 1.53 -2.59 0.14
C 1.62 -1.14 -0.07
O 0.42 -0.42 -0.02
H 2.42 -3.12 0.34
H 1.03 -2.89 -0.76
H 0.84 -2.89 0.95
H 2.28 -0.86 -0.89
H 2.12 -0.82 0.86
H 0.59 0.47 0.34
C 3.55 1.80 -0.93
C 2.28 2.62 -1.11
O 2.44 3.54 -2.17
H 3.47 0.98 -1.65
H 3.66 1.40 0.08
H 4.41 2.40 -1.35
H 2.00 3.11 -0.26
H 1.39 2.02 -1.21
H 1.57 3.57 -2.60
C -1.27 1.26 2.30
C 0.22 1.07 2.71
O 1.12 1.70 1.84
H -1.39 1.15 1.27
H -1.46 2.25 2.68
H -1.94 0.56 2.84
H 0.44 -0.03 2.62
H 0.42 1.42 3.75
H 2.07 1.70 2.24
C 0.18 -1.05 -3.55
C 0.90 0.28 -3.75
O 0.60 0.83 -5.02
H -0.87 -0.83 -3.59
H 0.32 -1.49 -2.59
H 0.37 -1.80 -4.29
H 1.98 0.19 -3.57
H 0.49 0.99 -2.96
H 1.36 1.36 -5.29
C -1.22 -5.23 1.48
O -2.53 -5.31 2.01
H -0.61 -5.93 2.15
H -0.83 -4.25 1.46
H -1.12 -5.63 0.46
H -3.10 -4.71 1.47
C -0.88 3.81 0.07
O -0.35 4.36 1.25
H -1.94 3.77 0.22
H -0.62 2.76 -0.17
H -0.62 4.37 -0.79
H 0.02 3.62 1.71
C 4.15 -0.06 3.02
O 3.35 0.93 3.65
H 4.07 0.13 1.98
H 3.80 -1.02 3.36
H 5.17 0.03 3.47
H 3.71 1.79 3.50

***

No. 2
34
Properties=species:S:1:pos:R:3 method="wB97M-V/def2-TZVPD" orbital_gap_ev=8.6180 smiles="C=CCNc1nc(C(=O)OCC)nc2ccccc12" homo_ev=-8.5
C -4.36 -3.42 0.47
C -3.31 -2.64 0.56
C -2.55 -2.09 -0.61
N -2.45 -0.65 -0.54
C -1.29 -0.02 -0.29
N -0.19 -0.75 -0.22
C 0.97 -0.13 0.01
C 2.16 -1.04 0.09
O 2.09 -2.23 0.27
O 3.30 -0.37 -0.06
C 4.50 -1.14 0.02
C 5.68 -0.21 -0.15
N 1.16 1.15 0.18
C 0.06 1.94 0.12
C 0.22 3.33 0.30
C -0.87 4.16 0.25
C -2.15 3.64 0.01
C -2.33 2.29 -0.17
C -1.23 1.41 -0.12
H -4.87 -3.81 1.34
H -4.76 -3.73 -0.48
H -2.92 -2.34 1.53
H -3.05 -2.37 -1.55
H -1.53 -2.47 -0.61
H -3.31 -0.13 -0.52
H 4.53 -1.64 1.00
H 4.48 -1.91 -0.75
H 5.66 0.56 0.62
H 5.62 0.28 -1.12
H 6.60 -0.77 -0.09
H 1.21 3.70 0.48
H -0.75 5.22 0.39
H -3.00 4.30 -0.03
H -3.32 1.91 -0.35

***

No. 3
10
Properties=species:S:1:pos:R:3 method="wB97M-V/def2-TZVPD" orbital_gap_ev="4.7263 / 7.4518" spin_multiplicity=3 s_squared=2.0088 charge=-1 homo_ev="0.4 / -3.5"
N -0.72 1.23 0.41
N 1.71 -1.21 0.21
N -0.11 -0.04 0.57
N 1.07 -0.11 0.05
O 1.58 0.88 -0.60
H -1.44 1.16 -0.31
H 0.02 1.85 0.02
H 2.61 -1.11 -0.25
H -2.70 -1.50 -0.12
H -2.01 -1.14 0.02

***

No. 4
18
Properties=species:S:1:pos:R:3 method="wB97M-V/def2-TZVPD" orbital_gap_ev=8.9784 charge=-1 homo_ev=-5.3
C 2.80 -0.79 0.59
C 0.67 0.87 0.50
C -0.52 -1.70 1.62
C 0.04 1.90 -1.53
C -1.39 -1.17 0.58
N -1.73 -0.71 -0.43
O 1.13 0.03 -0.25
O 3.50 0.14 0.43
O 2.44 -1.89 0.86
O 0.69 0.89 1.72
O -2.34 -0.20 -1.29
O -0.16 1.84 -0.10
H -1.15 -2.23 2.40
H 0.13 -2.56 1.09
H 0.12 -0.91 2.08
H 0.50 2.81 -1.83
H -1.04 1.96 -1.79
H 0.45 0.94 -1.65

***

No. 5
133
Properties=species:S:1:pos:R:3 method="wB97M-V/def2-TZVPD" orbital_gap_ev=7.8797 charge=+1 homo_ev=-10.6
C -3.13 -1.57 -1.49
O -1.97 -0.71 -1.42
C -0.83 -1.60 -1.19
C 0.08 -1.63 -2.51
C 1.09 -0.36 -2.56
C 0.94 0.47 -3.93
C 1.98 1.70 -3.89
C 1.77 2.71 -5.11
C 0.71 3.87 -4.85
C 0.74 4.51 -3.39
C -0.51 3.95 -2.54
C -0.48 4.64 -1.11
C -1.67 4.18 -0.14
C -1.18 3.10 0.92
N -0.37 1.98 0.37
C 0.71 1.57 1.03
N 1.56 0.48 0.63
C 2.54 0.40 1.65
N 2.38 1.40 2.64
C 3.21 1.67 3.84
C 4.38 0.63 4.09
O 3.81 -0.67 4.32
C 5.53 0.65 2.99
F 5.67 -0.59 2.33
F 6.76 0.88 3.64
F 5.39 1.65 2.03
N 1.27 2.07 2.24
H -2.91 -2.38 -2.27
H -3.99 -0.96 -1.91
H -3.38 -2.04 -0.48
H -0.29 -1.20 -0.27
H -1.18 -2.66 -0.95
H 0.67 -2.60 -2.55
H -0.62 -1.49 -3.40
H 0.71 0.34 -1.74
H 2.15 -0.72 -2.39
H -0.14 0.82 -4.02
H 1.26 -0.22 -4.77
H 3.01 1.22 -4.04
H 2.02 2.19 -2.86
H 1.36 2.08 -5.98
H 2.76 3.13 -5.49
H 0.98 4.72 -5.58
H -0.36 3.59 -5.13
H 1.74 4.37 -2.87
H 0.57 5.64 -3.46
H -0.56 2.82 -2.53
H -1.47 4.33 -3.06
H 0.53 4.43 -0.61
H -0.57 5.77 -1.22
H -2.02 5.10 0.45
H -2.60 3.79 -0.67
H -0.67 3.63 1.78
H -2.13 2.62 1.37
H -0.67 1.52 -0.51
H 3.32 -0.42 1.58
H 3.71 2.69 3.69
H 2.54 1.80 4.77
H 4.88 0.93 5.08
H 3.35 -0.65 5.19
H 0.94 2.84 2.82
F -5.61 5.52 -0.35
C -5.82 4.76 0.74
C -5.03 4.96 1.86
C -5.25 4.18 2.99
C -6.25 3.21 2.98
C -7.03 3.02 1.85
C -6.82 3.80 0.72
H -4.26 5.71 1.85
H -4.65 4.33 3.88
H -6.42 2.60 3.87
H -7.81 2.26 1.84
H -7.42 3.68 -0.17
F 4.90 -4.83 -0.53
C 5.87 -4.76 0.39
C 6.15 -3.54 1.00
C 7.15 -3.47 1.96
C 7.88 -4.61 2.29
C 7.60 -5.82 1.67
C 6.58 -5.90 0.72
H 5.57 -2.67 0.72
H 7.37 -2.52 2.44
H 8.66 -4.55 3.04
H 8.17 -6.71 1.93
H 6.35 -6.84 0.24
F -2.67 1.83 -6.20
C -2.45 0.58 -6.63
C -3.52 -0.31 -6.71
C -3.30 -1.60 -7.16
C -2.01 -2.00 -7.52
C -0.95 -1.11 -7.43
C -1.17 0.19 -6.99
H -4.51 0.02 -6.42
H -4.12 -2.30 -7.24
H -1.84 -3.02 -7.86
H 0.05 -1.42 -7.70
H -0.36 0.91 -6.92
F 1.83 -5.31 5.83
C 2.82 -5.89 5.13
C 3.77 -5.10 4.52
C 4.80 -5.69 3.80
C 4.86 -7.08 3.69
C 3.89 -7.87 4.31
C 2.87 -7.27 5.04
H 3.71 -4.02 4.61
H 5.56 -5.08 3.32
H 5.66 -7.54 3.12
H 3.94 -8.95 4.22
H 2.11 -7.87 5.53
F 1.19 3.70 6.17
C 0.98 2.94 7.26
C 1.78 3.12 8.38
C 1.56 2.33 9.51
C 0.56 1.37 9.50
C -0.23 1.19 8.37
C -0.02 1.99 7.24
H 2.56 3.87 8.37
H 2.17 2.47 10.39
H 0.39 0.75 10.37
H -1.01 0.44 8.36
H -0.64 1.87 6.36
F -6.44 -2.62 -7.57
C -7.03 -2.24 -6.42
C -8.24 -1.57 -6.46
C -8.85 -1.18 -5.27
C -8.24 -1.46 -4.06
C -7.02 -2.13 -4.02
C -6.41 -2.53 -5.21
H -8.70 -1.36 -7.42
H -9.80 -0.66 -5.30
H -8.71 -1.16 -3.13
H -6.54 -2.35 -3.07
H -5.47 -3.06 -5.20

***

No. 6
24
Properties=species:S:1:pos:R:3 method="wB97M-V/def2-TZVPD" orbital_gap_ev=4.7604 charge=-1 homo_ev=-4.3
O -1.59 2.89 -4.21
C -1.24 3.37 -3.14
O -1.03 4.52 -2.74
C -0.97 2.37 -2.01
N -1.85 2.29 -1.03
N -1.81 1.50 0.04
C -0.75 0.76 0.15
C 0.30 0.75 -0.82
P 1.72 -0.34 -0.43
S 1.97 -0.40 1.48
C 0.18 1.55 -1.92
S 1.36 1.57 -3.23
H -2.67 2.88 -1.10
H -0.64 0.13 1.02
H 1.44 -1.58 -1.04
H 2.79 0.25 -1.11
H 1.81 2.82 -3.07
C -0.14 -3.47 3.89
C 0.51 -3.81 2.52
O 0.10 -3.16 1.53
O 1.39 -4.70 2.55
H -0.89 -2.69 3.78
H -0.61 -4.37 4.30
H 0.63 -3.14 4.59

***

No. 7
13
Properties=species:S:1:pos:R:3 method="wB97M-V/def2-TZVPD" orbital_gap_ev=8.5911 homo_ev=-9.0
C 0.56 0.90 -0.90
C 0.29 -0.55 -0.55
C -1.12 -0.70 -0.05
H 1.48 0.64 1.03
H -0.32 1.36 -1.36
H 1.23 0.79 -1.69
H 0.37 -1.20 -1.43
H 1.09 -0.91 0.15
H -1.82 -0.71 -0.96
H 0.12 0.03 2.02
N -1.75 -0.73 0.99
O 0.91 1.67 0.24
S -1.03 -0.58 2.49

***

No. 8
21
Properties=species:S:1:pos:R:3 method="wB97M-V/def2-TZVPD" orbital_gap_ev=9.1220 smiles=C[Si](C)(C)n1ccnc1Br homo_ev=-8.5
C 2.31 0.13 0.01
Si 0.59 -0.56 0.02
C -0.03 -1.34 -1.65
C 0.49 -1.63 1.65
N -0.71 0.71 0.32
C -0.52 2.03 -0.03
C -1.75 2.64 -0.14
N -2.71 1.70 0.01
C -2.13 0.58 0.26
Br -2.88 -1.10 0.50
H 2.44 0.72 0.79
H 2.93 -0.76 0.10
H 2.45 0.54 -0.95
H 0.83 -1.51 -2.25
H -0.78 -2.18 -1.75
H -0.57 -0.55 -2.20
H -0.53 -1.72 2.09
H 0.98 -2.59 1.37
H 1.16 -1.06 2.24
H 0.49 2.46 0.11
H -2.06 3.51 -0.52

***

No. 9
10
Properties=species:S:1:pos:R:3 method="wB97M-V/def2-TZVPD" orbital_gap_ev="6.9938 / 6.5477" spin_multiplicity=3 s_squared=2.4843 charge=+2 homo_ev="-16.5 / -16.1"
F -2.06 -0.85 2.55
H -1.70 0.96 -1.06
H -1.15 -0.70 1.23
O 0.97 -0.53 0.27
O 0.41 1.18 -0.94
C -0.44 -0.65 0.06
C -0.75 0.46 -0.80
C 1.43 0.52 -0.38
H -0.70 -1.66 -0.28
Ce 3.99 1.28 -0.66

***

No. 10
12
Properties=species:S:1:pos:R:3 method="wB97M-V/def2-TZVPD" orbital_gap_ev=8.5737 smiles="CC(=O)CC=S" homo_ev=-8.8
C 1.25 -0.93 -1.00
C 0.62 -0.34 0.23
O 0.99 -0.64 1.35
C -0.52 0.64 0.00
C -1.44 0.78 1.18
S -3.03 1.01 1.11
H 0.55 -1.64 -1.48
H 2.17 -1.47 -0.73
H 1.48 -0.15 -1.74
H -1.09 0.42 -0.89
H -0.02 1.61 -0.17
H -0.94 0.71 2.13

***

No. 11
61
Properties=species:S:1:pos:R:3 method="wB97M-V/def2-TZVPD" orbital_gap_ev=8.7429 smiles="COc1cccc(N(C(=O)c2cnccn2)[C@H](C(=O)NC2CCCCC2)c2ccc(Cl)cc2)c1" homo_ev=-8.4
C 6.53 1.43 -1.49
O 5.13 1.34 -1.61
C 4.36 1.74 -0.56
C 4.84 2.22 0.65
C 3.96 2.59 1.65
C 2.59 2.46 1.47
C 2.11 1.97 0.27
N 0.71 1.81 0.06
C -0.10 2.88 0.24
O 0.30 3.97 0.58
C -1.56 2.70 -0.04
C -2.49 3.37 0.77
N -3.78 3.32 0.53
C -4.18 2.63 -0.53
C -3.27 1.98 -1.35
N -1.97 2.01 -1.10
C 0.21 0.49 -0.27
C -0.95 0.11 0.69
O -1.07 0.61 1.79
N -1.73 -0.86 0.21
C -2.80 -1.47 0.99
C -2.62 -2.99 1.02
C -2.90 -3.63 -0.34
C -4.29 -3.25 -0.84
C -4.43 -1.73 -0.93
C -4.17 -1.10 0.43
C 1.24 -0.59 -0.07
C 1.79 -0.80 1.19
C 2.74 -1.78 1.39
C 3.15 -2.57 0.32
Cl 4.35 -3.78 0.56
C 2.59 -2.39 -0.93
C 1.64 -1.40 -1.12
C 2.98 1.63 -0.75
H 6.90 0.79 -0.68
H 6.93 1.07 -2.43
H 6.86 2.46 -1.32
H 5.90 2.32 0.83
H 4.34 2.97 2.58
H 1.90 2.74 2.25
H -2.16 3.94 1.63
H -5.24 2.60 -0.72
H -3.58 1.42 -2.22
H -0.16 0.47 -1.30
H -1.58 -1.22 -0.71
H -2.69 -1.06 2.00
H -1.61 -3.24 1.35
H -3.32 -3.40 1.75
H -2.82 -4.72 -0.25
H -2.15 -3.31 -1.06
H -4.46 -3.70 -1.82
H -5.04 -3.64 -0.16
H -5.43 -1.47 -1.27
H -3.72 -1.34 -1.66
H -4.93 -1.44 1.14
H -4.25 -0.01 0.37
H 1.47 -0.19 2.02
H 3.17 -1.94 2.37
H 2.91 -3.01 -1.76
H 1.22 -1.26 -2.11
H 2.63 1.27 -1.70

***

No. 12
80
Properties=species:S:1:pos:R:3 method="wB97M-V/def2-TZVPD" orbital_gap_ev="7.9254 / 7.9984" spin_multiplicity=2 s_squared=1.0322 homo_ev="-7.7 / -7.6"
Mn -0.23 0.15 0.13
C 1.75 4.90 1.61
C 0.88 4.01 0.79
C -0.06 4.34 -0.17
C -0.57 3.12 -0.62
N 0.03 2.12 0.03
N 0.92 2.67 0.89
B 1.81 1.74 1.74
N 0.91 0.89 2.66
N 0.02 0.03 2.10
C -0.60 -0.61 3.08
C -0.10 -0.17 4.32
C 0.85 0.78 4.01
C 1.72 1.59 4.91
C -1.62 -1.63 2.80
C -1.41 -2.57 1.80
C -2.39 -3.50 1.49
C -3.59 -3.50 2.19
C -3.80 -2.57 3.20
C -2.82 -1.65 3.51
N 2.55 0.77 0.78
N 1.82 -0.02 -0.04
C 2.67 -0.75 -0.75
C 3.98 -0.42 -0.39
C 3.86 0.55 0.58
C 4.92 1.28 1.33
C 2.20 -1.73 -1.76
C 0.85 -2.02 -1.94
C 0.44 -2.94 -2.90
C 1.38 -3.59 -3.69
C 2.73 -3.31 -3.51
C 3.13 -2.39 -2.55
C -1.58 2.85 -1.66
C -1.37 1.84 -2.59
C -2.34 1.55 -3.54
C -3.52 2.27 -3.56
C -3.73 3.30 -2.64
C -2.76 3.58 -1.70
H 1.52 5.95 1.39
H 2.81 4.74 1.40
H 1.60 4.74 2.68
H -0.32 5.33 -0.51
H 2.59 2.37 2.38
H -0.37 -0.52 5.30
H 1.48 1.37 5.95
H 1.58 2.66 4.75
H 2.78 1.37 4.75
H -0.47 -2.58 1.26
H -2.22 -4.22 0.70
H -4.36 -4.22 1.95
H -4.73 -2.57 3.75
H -2.99 -0.90 4.28
H 4.90 -0.82 -0.78
H 5.90 0.93 1.00
H 4.85 1.11 2.40
H 4.87 2.36 1.17
H 0.07 -1.55 -1.35
H -0.62 -3.14 -3.02
H 1.06 -4.31 -4.43
H 3.47 -3.82 -4.12
H 4.19 -2.19 -2.44
H -0.44 1.28 -2.58
H -2.17 0.75 -4.25
H -4.28 2.05 -4.30
H -4.65 3.86 -2.66
H -2.92 4.36 -0.96
N -10.10 -1.17 -0.90
C -8.97 -1.01 -0.80
C -7.54 -0.83 -0.68
C -7.04 0.30 -0.02
C -5.67 0.47 0.09
C -4.79 -0.48 -0.44
C -5.31 -1.60 -1.10
C -6.68 -1.77 -1.21
C -3.37 -0.30 -0.32
C -2.16 -0.20 -0.23
H -7.72 1.03 0.39
H -5.27 1.33 0.59
H -4.63 -2.33 -1.51
H -7.08 -2.64 -1.72